# 1
Computed, not measured: a cluster of 5 separate species, C4H17NO6 in total in a non-equilibrium geometry, with ωB97M-V/def2-TZVPD.

Geometry as XYZ:
```
28
C4H17NO6 ωB97M-V/def2-TZVPD
C -1.303 0.801 0.566
N 0.118 0.772 0.935
C 0.513 1.983 1.678
C 0.977 0.560 -0.269
C 1.844 -0.624 0.086
O 1.461 -1.775 0.204
O 3.111 -0.297 0.249
H -1.512 1.623 -0.115
H -1.913 0.915 1.463
H -1.582 -0.143 0.021
H -0.089 2.001 2.581
H 1.637 1.896 1.979
H 0.404 2.926 1.148
H 1.588 1.404 -0.490
H 0.428 0.347 -1.217
H 3.680 -1.021 0.534
O -1.901 -1.005 -2.739
H -1.557 -1.526 -2.000
H -1.653 -1.536 -3.474
O -1.175 1.548 -2.448
H -1.665 2.124 -3.011
H -1.416 0.641 -2.594
O 0.856 -1.374 3.078
H 1.013 -2.095 2.479
H 0.562 -0.685 2.533
O -0.933 -2.496 -0.760
H -1.436 -2.734 -0.031
H -0.056 -2.229 -0.387
```

Results
Kohn-Sham gap = 9.7 eV
lowest unoccupied orbital energy = 0.51 eV
calculated total energy = -668.8077 hartree
maximum force = 2.7 eV/A
HOMO level = -9.2 eV
energy relative to the best compared isomer or geometry (same formula, charge and spin) = 0.293 eV

These are the Mulliken partial charges, in e, on atoms 1 to 8:
1. C -0.94
2. N 0.28
3. C -1.09
4. C -0.41
5. C 0.63
6. O -0.70
7. O -0.46
8. H 0.38



# 2
Computed, not measured: an isolated molecule of C5H8O in a non-equilibrium geometry, with ωB97M-V/def2-TZVPD.

Geometry as XYZ:
```
14
C5H8O ωB97M-V/def2-TZVPD
C 2.563 0.018 0.172
C 1.400 -0.112 -0.571
C 0.265 -0.101 -0.928
C -0.998 0.296 -0.418
C -1.906 -0.845 -0.127
O -0.842 0.986 0.909
H 2.974 -0.963 0.412
H 1.811 0.331 1.119
H 3.196 0.862 -0.125
H -1.377 1.044 -1.112
H -1.503 -1.561 0.597
H -2.848 -0.477 0.275
H -2.122 -1.407 -1.034
H -0.614 1.928 0.831
```

Results
Kohn-Sham gap = 10.0 eV
lowest unoccupied orbital energy = 0.82 eV
calculated total energy = -270.4265 hartree
maximum force = 3.5 eV/A
HOMO level = -9.2 eV
energy relative to the best compared isomer or geometry (same formula, charge and spin) = 3.575 eV

These are the Mulliken partial charges, in e, on atoms 1 to 8:
1. C -0.94
2. C 0.05
3. C -0.14
4. C 0.57
5. C -1.26
6. O -0.55
7. H 0.30
8. H 0.18



# 3
Computed, not measured: a structure of composition C46H39BrIN5P2S2Sr in a non-equilibrium geometry, with ωB97M-V/def2-TZVPD.

Geometry as XYZ:
```
97
C46H39BrIN5P2S2Sr ωB97M-V/def2-TZVPD
Sr 0.720 1.849 1.112
S -4.841 7.749 -0.753
N -3.765 7.504 0.418
C -3.157 6.343 0.207
C -2.130 5.748 1.005
C -1.666 6.349 2.180
C -0.674 5.722 2.901
C -0.166 4.520 2.418
N -0.589 3.935 1.312
C -1.563 4.518 0.590
C -2.058 3.852 -0.609
N -1.515 2.678 -0.967
C -1.983 2.062 -2.039
C -3.017 2.552 -2.835
C -3.597 3.748 -2.488
C -3.114 4.422 -1.361
C -3.641 5.687 -0.959
N -4.591 6.387 -1.568
H -2.108 7.280 2.499
H -0.280 6.147 3.809
H 0.618 4.010 2.969
H -1.526 1.114 -2.295
H -3.339 2.006 -3.706
H -4.413 4.180 -3.044
C -0.518 -3.432 -5.626
S -2.100 -3.114 -4.800
C -1.606 -3.421 -3.076
C -0.887 -2.221 -2.479
C -0.593 -2.479 -1.006
N 0.041 -1.318 -0.376
P 1.796 -1.128 -0.377
C 2.375 -2.746 -1.028
C 2.833 -3.691 -0.113
C 3.246 -4.943 -0.537
C 3.210 -5.265 -1.883
C 2.791 -4.320 -2.807
C 2.381 -3.067 -2.388
C 2.179 -0.074 -1.835
C 1.335 0.976 -2.186
C 1.709 1.881 -3.166
C 2.955 1.773 -3.768
C 3.817 0.752 -3.398
C 3.430 -0.172 -2.444
P -0.702 -0.699 1.031
C -1.234 -2.171 1.986
C -0.338 -3.226 2.157
C -0.717 -4.350 2.866
C -1.983 -4.421 3.427
C -2.871 -3.368 3.278
C -2.499 -2.241 2.567
C -2.339 0.047 0.670
C -2.702 1.004 1.621
C -3.931 1.634 1.572
C -4.821 1.305 0.560
C -4.471 0.356 -0.385
C -3.239 -0.279 -0.335
H -0.725 -3.446 -6.690
H -0.136 -4.400 -5.315
H 0.195 -2.643 -5.400
H -0.973 -4.306 -3.050
H -2.525 -3.630 -2.530
H -1.511 -1.332 -2.586
H 0.043 -2.032 -3.015
H 0.036 -3.371 -0.910
H -1.534 -2.693 -0.486
H 2.876 -3.437 0.938
H 3.609 -5.664 0.177
H 3.525 -6.241 -2.216
H 2.799 -4.555 -3.862
H 2.083 -2.337 -3.127
H 0.369 1.050 -1.695
H 1.015 2.651 -3.476
H 3.255 2.471 -4.532
H 4.795 0.679 -3.849
H 4.100 -0.978 -2.180
H 0.645 -3.164 1.711
H -0.022 -5.165 2.987
H -2.278 -5.296 3.981
H -3.856 -3.415 3.718
H -3.196 -1.424 2.455
H -2.026 1.211 2.452
H -4.197 2.367 2.321
H -5.796 1.766 0.535
H -5.173 0.095 -1.158
H -3.005 -1.026 -1.074
Br 4.645 2.721 6.508
C 5.062 1.104 5.608
C 6.001 0.228 6.138
C 6.295 -0.953 5.480
C 5.656 -1.272 4.293
C 4.721 -0.406 3.752
C 4.436 0.772 4.414
I 3.017 2.120 3.598
H 6.496 0.476 7.064
H 7.026 -1.627 5.895
H 5.883 -2.195 3.784
H 4.223 -0.646 2.823
```

Results
Kohn-Sham gap = 6.7 eV
lowest unoccupied orbital energy = -5.44 eV
calculated total energy = -6431.2435 hartree
total charge = +2
maximum force = 1.3 eV/A
HOMO level = -12.2 eV

These are the Mulliken partial charges, in e, on atoms 1 to 8:
1. Sr 1.66
2. S 0.23
3. N -0.70
4. C 0.82
5. C 0.52
6. C -0.42
7. C -1.07
8. C 0.53



# 4
Computed, not measured: a cluster of 9 separate species, C28H36Cl8N6O in total in a non-equilibrium geometry, with ωB97M-V/def2-TZVPD.

Geometry as XYZ:
```
79
C28H36Cl8N6O ωB97M-V/def2-TZVPD
Cl 5.757 -0.141 3.146
C 4.953 0.085 1.591
Cl 3.692 -1.131 1.412
Cl 4.254 1.696 1.510
Cl 6.078 -0.126 0.242
Cl -1.789 3.139 -5.268
C -2.389 1.908 -4.115
Cl -3.961 2.430 -3.557
Cl -2.456 0.308 -4.854
Cl -1.244 1.782 -2.739
C 3.329 -0.420 -3.589
C 3.207 -0.519 -2.181
C 2.042 -1.144 -1.840
N 1.396 -1.399 -3.031
C 2.127 -0.914 -4.071
H 4.047 0.124 -4.174
H 3.831 -0.048 -1.434
H 1.600 -1.365 -0.883
H 0.572 -1.973 -3.105
H 1.733 -0.998 -5.072
C 2.020 4.109 -1.404
C 2.247 2.797 -1.883
C 3.173 2.895 -2.869
N 3.479 4.236 -3.099
C 2.824 4.957 -2.116
H 1.315 4.365 -0.630
H 1.752 1.905 -1.538
H 3.618 2.235 -3.593
H 4.203 4.570 -3.701
H 2.973 6.022 -2.032
C -1.525 -2.641 -2.190
C -2.204 -2.893 -3.397
C -1.642 -3.994 -3.986
N -0.537 -4.323 -3.234
C -0.474 -3.529 -2.111
H -1.778 -1.870 -1.482
H -3.024 -2.309 -3.783
H -1.835 -4.579 -4.869
H 0.150 -5.017 -3.460
H 0.353 -3.740 -1.451
C 2.322 -0.471 4.569
C 2.797 -1.716 5.006
C 3.757 -1.444 5.970
N 3.812 -0.102 6.160
C 2.965 0.526 5.276
H 1.525 -0.442 3.840
H 2.355 -2.688 4.870
H 4.277 -2.219 6.511
H 4.454 0.365 6.770
H 2.895 1.597 5.226
C -2.696 -2.736 1.340
C -2.680 -2.873 2.742
C -3.247 -1.737 3.262
N -3.703 -0.979 2.229
C -3.352 -1.562 1.023
H -2.327 -3.439 0.607
H -2.204 -3.679 3.277
H -3.436 -1.581 4.311
H -4.322 -0.182 2.316
H -3.811 -1.188 0.125
C -4.004 1.940 0.362
C -4.461 2.016 1.678
C -5.716 1.479 1.753
N -6.031 1.006 0.496
C -5.046 1.420 -0.371
H -3.059 2.240 -0.058
H -3.894 2.369 2.528
H -6.378 1.291 2.582
H -6.889 0.528 0.300
H -5.139 1.130 -1.405
C 0.435 1.402 1.797
C -0.466 0.605 0.834
O -0.123 -0.748 1.027
H 0.414 1.093 2.838
H 0.271 2.477 1.673
H 1.468 1.231 1.482
H -0.243 0.976 -0.173
H -1.481 0.921 1.093
H -0.907 -1.319 0.973
```

Results
Kohn-Sham gap = 8.1 eV
lowest unoccupied orbital energy = 0.34 eV
calculated total energy = -5173.7342 hartree
maximum force = 2.3 eV/A
HOMO level = -7.7 eV
energy relative to the best compared isomer or geometry (same formula, charge and spin) = 0.011 eV

These are the Mulliken partial charges, in e, on atoms 1 to 8:
1. Cl -0.09
2. C 0.27
3. Cl -0.04
4. Cl -0.09
5. Cl -0.12
6. Cl -0.11
7. C 0.25
8. Cl -0.10



# 5
Computed, not measured: a cluster of 2 separate species, C5H12N2O in total in a non-equilibrium geometry, with ωB97M-V/def2-TZVPD.

Geometry as XYZ:
```
20
C5H12N2O ωB97M-V/def2-TZVPD
H -1.281 2.119 0.439
N -1.792 1.458 -0.138
C -1.076 0.605 -0.731
C -1.683 -0.364 -1.707
O 0.332 1.087 -1.281
H -2.620 -0.739 -1.300
H -1.882 0.139 -2.653
H -0.993 -1.190 -1.875
H 0.493 0.763 -2.179
C 0.013 -0.128 2.043
C -0.021 -0.720 0.659
N 1.020 -0.838 -0.146
C 2.300 -0.277 0.207
H 0.302 -0.881 2.777
H 0.681 0.727 2.129
H -0.987 0.219 2.302
H -0.725 -1.545 0.557
H 2.240 0.778 0.480
H 2.710 -0.824 1.064
H 2.969 -0.388 -0.645
```

Results
Kohn-Sham gap = 9.5 eV
lowest unoccupied orbital energy = 0.09 eV
calculated total energy = -382.3442 hartree
maximum force = 5.5 eV/A
HOMO level = -9.4 eV
energy relative to the best compared isomer or geometry (same formula, charge and spin) = 4.308 eV

These are the Mulliken partial charges, in e, on atoms 1 to 8:
1. H 0.29
2. N -0.64
3. C 0.84
4. C -1.41
5. O -0.59
6. H 0.34
7. H 0.38
8. H 0.40